Entry 1:
DFT (ωB97M-V with the def2-TZVPD basis set) results for the molecule C16H25NO2.

The calculation puts the HOMO-LUMO gap at 0.3224 hartree. As for the SMILES: CC(C)Oc1ccc(OCCNC2CCCC2)cc1. The highest occupied orbital energy comes out at -7.84 eV. The calculated total energy is -829.8895 hartree. For the energy relative to the best compared isomer or geometry (same formula, charge and spin), the calculation gives 101.7 kJ/mol.

Last column: Mulliken charge in e.
Cartesian coordinates (Å):
H -5.87662 -1.09799 2.07499  0.335
H 6.00769 0.09736 1.77836  0.341
C 4.92532 -0.29285 -1.04799  -0.765
C 4.55320 0.51577 0.22248  0.049
H -7.26328 -1.59226 0.02840  0.344
H 5.80878 -2.28745 -1.22548  0.361
H -5.74190 1.04926 -0.10524  0.266
C -5.83640 0.00444 0.22620  0.514
H 6.03495 -2.29007 1.43196  0.368
C 1.05299 1.75569 -0.36700  -0.741
H 4.01481 -0.71817 -1.47678  0.268
H -1.41449 2.18913 0.20381  0.370
C 5.32643 -1.71682 0.83573  -0.587
H 6.87240 -1.06598 -0.51510  0.288
H -7.22728 -0.48628 -1.34527  0.371
C -1.29039 -0.94512 -1.06475  -0.609
H -2.98618 -2.22915 -1.28266  0.396
N 3.13456 0.76543 0.38716  -0.316
C -7.17179 -0.54911 -0.26186  -1.530
C -2.62202 -1.26723 -0.95860  -0.569
C 2.56249 1.68758 -0.57191  -0.855
C 5.07340 -0.32356 1.40666  -0.993
H -7.99193 0.01653 0.17092  0.415
H 5.39857 0.32651 -1.80891  0.314
H -6.49877 0.55444 2.20611  0.370
C -3.07732 0.88553 -0.01711  -0.182
O 0.51594 0.51995 -0.78973  -0.270
H 2.62501 -0.11295 0.33829  0.250
H 0.62874 2.57906 -0.95770  0.522
H -3.74597 1.62650 0.39243  0.310
H 4.34971 -0.32311 2.21930  0.367
H 5.03733 1.49801 0.20932  0.421
O -4.83221 -0.78731 -0.39056  -0.429
H 2.99711 2.67691 -0.39674  0.461
H 4.39190 -2.27740 0.77777  0.267
C -0.82476 0.30307 -0.64569  0.448
H 0.83993 1.92340 0.69639  0.416
H -4.75722 0.26426 2.08927  0.389
H -0.58239 -1.64900 -1.47278  0.391
C -3.54022 -0.35575 -0.42909  0.527
C -5.73492 -0.06988 1.75046  -1.276
H 2.75619 1.40454 -1.61998  0.317
C -1.73235 1.21263 -0.12630  -0.670
C 5.84095 -1.41856 -0.56882  -0.664

Atoms 1-2, force components in eV/Å:
H -0.03 -0.11 0.04
H 0.05 0.00 0.06


Entry 2:
DFT (ωB97M-V with the def2-TZVPD basis set) results for a cluster of 2 separate species, C5H9N in total at a distorted geometry.

The calculation puts the HOMO-LUMO gap at 0.3963 hartree. As for the SMILES: C=C(C)C#N.C. The highest occupied orbital energy comes out at -10.21 eV. The calculated total energy is -250.6269 hartree. For the energy relative to the best compared isomer or geometry (same formula, charge and spin), the calculation gives 105.3 kJ/mol.

Last column: Mulliken charge in e.
Cartesian coordinates (Å):
H 0.57238 -1.85503 -1.91300  0.248
H 0.46325 -0.76351 2.32479  0.321
C 0.76587 -0.45098 1.32403  -1.065
C -0.10807 0.66335 0.85178  0.610
H 0.30879 -0.05756 -1.68208  0.171
H -0.48559 -0.97642 -3.08560  0.304
H -0.34377 2.72624 0.41703  0.306
N -2.64631 0.14313 0.63838  -0.454
C -0.17329 -1.06204 -2.03944  -0.923
H 1.82181 -0.18190 1.37416  0.360
H 1.37498 2.16275 0.85544  0.269
H -1.08363 -1.36994 -1.50178  0.213
H 0.67382 -1.32717 0.68473  0.250
C 0.32577 1.91827 0.69559  -0.814
C -1.51574 0.37802 0.72447  0.204

Atoms 1-2, force components in eV/Å:
H -0.12 0.17 -0.23
H -0.06 -0.01 0.02


Entry 3:
DFT (ωB97M-V with the def2-TZVPD basis set) results for a cluster of 7 separate species, C13H40N2O13 in total at a distorted geometry.

The calculation puts the HOMO-LUMO gap at 0.3512 hartree. As for the SMILES: NC(N)=O.OCCO.OCCO.OCCO.OCCO.OCCO.OCCO. The highest occupied orbital energy comes out at -9.49 eV. The calculated total energy is -1606.8182 hartree. For the energy relative to the best compared isomer or geometry (same formula, charge and spin), the calculation gives 190.7 kJ/mol.

Last column: Mulliken charge in e.
Cartesian coordinates (Å):
H 8.17558 -6.16941 -22.65733  0.107
H 10.58625 -8.50833 -17.88261  0.250
H 10.25135 -10.42076 -15.84211  0.353
H 12.21127 -2.93145 -18.77440  0.450
H 11.11023 -10.97261 -19.76557  0.215
H 12.38896 -11.37854 -22.98186  0.246
O 10.68674 -10.31662 -19.20920  -0.377
H 7.55846 -6.59768 -18.22830  0.082
O 6.30912 -6.81001 -16.07529  -0.524
C 7.38233 -4.46739 -23.82978  -0.491
H 12.01709 -4.32449 -19.78851  0.254
O 7.48482 -4.85228 -21.38175  -0.462
C 10.00412 -9.98218 -16.80558  -0.254
H 5.12773 -8.04140 -17.38781  0.349
O 13.41452 -4.59930 -18.32150  -0.515
O 10.57619 -7.30253 -22.94484  -0.338
H 5.68813 -6.97364 -15.36162  0.295
O 13.38828 -10.98292 -25.49611  -0.526
C 6.14600 -7.79692 -17.08174  -0.527
H 10.06308 -4.36886 -18.45896  0.127
O 6.09012 -5.08792 -23.77438  -0.531
H 11.50646 -6.56563 -20.50014  -0.134
H 15.12771 -11.29366 -24.46146  0.293
H 7.93735 -4.66730 -24.74773  0.344
C 11.07868 -8.15186 -21.92730  -0.529
H 10.91127 -7.52114 -23.82812  0.230
C 12.17926 -4.02103 -18.74249  -0.609
H 6.51317 -8.73670 -16.64758  0.248
H 13.11689 -13.25509 -23.98571  0.330
C 11.01142 -4.65369 -18.00689  0.337
H 5.86935 -4.97258 -22.83749  0.353
H 9.79237 -9.03395 -27.59489  0.182
H 7.28529 -3.37661 -23.79144  0.271
H 10.75168 -7.15074 -28.02901  0.154
C 7.04277 -7.56072 -18.32746  0.592
H 11.94790 -6.37165 -27.00681  0.229
H 7.43171 -3.91373 -21.17033  0.248
O 10.60899 -8.68013 -16.93271  -0.538
H 12.68462 -10.34303 -25.62208  0.228
O 9.57681 -7.32648 -20.19953  -0.258
H 14.11827 -4.03178 -18.64685  0.299
O 13.63051 -13.07739 -23.18286  -0.538
H 11.73843 -3.82369 -16.29034  0.327
C 13.44019 -11.66550 -23.11985  -0.295
C 11.16611 -8.16718 -26.35273  0.932
H 8.92487 -9.81175 -16.85522  -0.020
H 12.07612 -8.57522 -22.08350  0.443
C 10.97244 -7.51690 -20.57349  -0.025
H 11.35560 -8.10046 -19.74030  0.292
H 13.89360 -11.21942 -22.22718  0.342
H 9.13064 -7.36200 -21.05365  0.150
C 14.10641 -10.96316 -24.28606  -0.407
H 9.17459 -4.70809 -22.60023  0.289
H 10.59126 -10.04662 -26.33160  0.221
H 10.44091 -9.04253 -21.99001  0.278
C 10.55271 -10.87030 -17.90389  -0.438
H 7.87408 -8.26458 -18.41194  -0.119
N 10.45431 -9.20617 -26.86462  -0.392
H 14.24468 -9.94770 -23.88514  0.252
H 11.06817 -5.74183 -17.99552  -0.089
O 6.19716 -7.41362 -19.45025  -0.632
O 11.79311 -8.26293 -25.28950  -0.817
C 8.15010 -5.08556 -22.64806  -0.105
H 6.64611 -6.89746 -20.12782  0.221
N 11.25145 -7.07377 -27.16425  -0.466
H 11.55969 -11.14738 -17.57090  0.341
H 9.98659 -11.80574 -17.97112  0.375
O 10.91173 -4.10863 -16.68351  -0.573

Atoms 1-2, force components in eV/Å:
H 0.06 -0.04 -0.74
H -0.02 0.24 0.08


Entry 4:
DFT (ωB97M-V with the def2-TZVPD basis set) results for a structure of composition C19H19BF2MnN4S8.

The spin multiplicity is 4. The calculation puts the HOMO-LUMO gap (alpha / beta) at 0.2704 / 0.2596 hartree. The highest occupied orbital energy (alpha / beta) comes out at -13.00 / -13.00 eV. As for the charge: +2. The calculated total energy is -5515.2405 hartree. For the energy relative to the best compared isomer or geometry (same formula, charge and spin), the calculation gives 1.5 kJ/mol.

Last column: Mulliken charge in e.
Cartesian coordinates (Å):
H -4.85192 -2.76638 0.93817  0.373
N -1.95276 1.35377 2.06371  -0.212
C -2.05510 2.13764 0.99581  0.652
C -3.69662 5.51089 -1.64854  -0.601
C 4.32806 -2.73604 -0.21025  -0.291
S -0.26980 -4.38020 4.00372  -0.105
N 3.02004 -2.52085 -0.62570  0.058
H 7.05175 -2.15005 0.86922  0.449
H -1.04498 1.14406 2.44956  0.213
H -4.00079 2.51896 1.29127  0.252
C -3.98862 3.45817 -2.87661  -0.676
C -0.61230 -1.68445 0.79549  -0.397
C -4.43604 -2.58001 -0.04875  -1.146
C -3.46890 3.40543 -0.54964  -0.530
H 0.92731 -4.70081 -2.10251  0.481
C 4.74955 -4.01323 -0.34050  -0.283
S 0.51306 -2.40086 1.92206  0.137
S 0.00521 -0.63057 -0.47672  -0.249
C 4.97595 0.65175 0.69552  0.623
H 0.86778 -2.95042 -2.32837  0.289
H -4.20466 2.94524 -3.80370  0.414
C 4.46494 2.04622 0.80364  -1.035
H -5.22280 -2.20013 -0.69796  0.371
H -4.16435 5.41287 -3.73603  0.411
C -0.64595 -3.37870 2.80093  -0.017
C -3.74168 2.72687 -1.72593  0.044
S -2.28389 -3.13603 2.21094  -0.094
C -3.96599 4.84644 -2.83654  -0.439
H -2.76993 1.08831 2.59245  0.204
H -4.03097 -3.49088 -0.48121  0.384
C -3.44502 4.78833 -0.49095  -0.059
N -3.22232 2.64644 0.65675  -0.105
H 4.13258 2.40643 -0.16930  0.267
S -3.18787 -1.27192 -0.00930  0.273
C 6.28479 -1.40338 0.74829  -0.223
S 3.49905 -4.96680 -1.01102  -0.086
F 1.73219 1.32264 -0.28777  -0.420
H 0.35472 -3.66841 -0.79053  0.222
C 1.07278 -3.74230 -1.60907  -1.126
S 6.55285 0.23373 1.15951  -0.066
C -1.91299 -2.00602 0.93189  0.519
Mn 2.38215 -0.64751 -0.35825  0.452
B 0.47779 1.06797 0.41350  0.683
H 3.62197 2.08537 1.49411  0.208
S -0.66264 2.55145 0.03827  -0.181
H -3.75479 1.64405 -1.73684  0.441
N 4.28412 -0.38112 0.24731  -0.117
H 5.24142 2.71281 1.17113  0.483
H -3.68437 6.59144 -1.61855  0.401
F 0.77395 0.82991 1.73445  -0.332
C 2.46187 -3.62803 -1.08327  0.576
H -3.23533 5.29312 0.44345  0.457
H 5.71073 -4.43276 -0.09455  0.459
C 5.02679 -1.55245 0.27718  -0.004

Atoms 1-2, force components in eV/Å:
H -0.01 0.00 0.00
N -0.03 0.05 0.00